This record from OMol25 describes a cluster of 2 separate species, C5H14 in total. The level of theory is wB97M-V/def2-TZVPD.

Each line ends with the natural charge from an NBO analysis.
Atoms and positions in Å:
1 C -0.20859 2.13848 0.76279  -0.52
2 C 0.14636 1.05244 1.80308  -0.83
3 C -1.68552 2.06513 0.40917  -0.73
4 H 0.50750 2.04036 -0.05797  0.20
5 H 0.08860 3.09086 1.21616  0.18
6 H 0.43925 1.46187 2.78128  0.18
7 H -0.69807 0.40284 2.00843  0.20
8 H -2.02629 2.62688 -0.46443  0.19
9 H -2.21667 2.55987 1.24001  0.18
10 H 1.00977 0.40531 1.60293  0.20
11 H -2.03024 1.03811 0.33887  0.21
12 C 0.26790 -2.96631 -1.31190  -0.77
13 C 1.45291 -2.02834 -1.60501  -0.82
14 H 0.04724 -3.52167 -2.22879  0.18
15 H 0.53124 -3.72245 -0.56496  0.19
16 H -0.61679 -2.44302 -0.97052  0.20
17 H 1.43861 -1.81942 -2.68028  0.19
18 H 2.40753 -2.55408 -1.48550  0.18
19 H 1.56602 -1.16866 -0.95092  0.20

## Properties
frontier orbital gap (spin up / spin down)	2.80 / 11.88	eV
charge	-1
E_HOMO (spin up / spin down)	1.5 / -7.5	eV
⟨S²⟩	0.750
multiplicity	2


This record from OMol25 describes a cluster of 7 separate species, C13H32O9 in total. The level of theory is wB97M-V/def2-TZVPD.

Each line ends with the natural charge from an NBO analysis.
Atoms and positions in Å:
1 O 1.02706 -2.40886 3.01106  -0.58
2 C 1.12748 -2.95731 1.94478  0.81
3 C 0.64449 -2.55866 0.57879  -0.54
4 C 1.37070 -3.49828 -0.31102  -0.43
5 C 1.44666 -4.72476 0.56064  -0.07
6 O 1.74590 -4.19092 1.84200  -0.50
7 H -0.39727 -2.81576 0.53029  0.24
8 H 0.73707 -1.48051 0.46807  0.27
9 H 0.91434 -3.71665 -1.27345  0.22
10 H 2.39049 -3.15410 -0.44996  0.21
11 H 0.47094 -5.22979 0.61395  0.17
12 H 2.20906 -5.46520 0.32313  0.20
13 O -1.31028 4.52433 0.20229  -0.58
14 C -0.55899 4.33034 1.09352  0.80
15 C 0.24596 3.04216 1.32366  -0.55
16 C 1.19607 3.44617 2.51500  -0.43
17 C 0.40757 4.57530 3.15807  -0.07
18 O -0.25680 5.22521 2.07095  -0.50
19 H -0.37277 2.15112 1.52494  0.24
20 H 0.77075 2.94518 0.35710  0.27
21 H 1.43304 2.58569 3.14376  0.22
22 H 2.14493 3.80526 2.16479  0.21
23 H -0.24098 4.16016 3.88805  0.17
24 H 0.97511 5.36603 3.63547  0.20
25 C 1.58483 3.31438 -2.44659  -0.25
26 O 2.07462 2.41848 -1.46701  -0.75
27 H 0.61296 3.77461 -2.08358  0.17
28 H 2.30035 4.11357 -2.57049  0.18
29 H 1.42887 2.76090 -3.40031  0.16
30 H 1.38448 1.73821 -1.40384  0.49
31 C 0.01486 -1.09997 -4.05334  -0.25
32 O 0.43600 -1.19498 -2.71232  -0.75
33 H -0.40068 -2.06198 -4.34428  0.18
34 H -0.76202 -0.34489 -4.15674  0.18
35 H 0.87342 -0.87506 -4.68914  0.18
36 H 0.37641 -2.14061 -2.51369  0.49
37 C -2.42070 -2.98143 -2.41046  -0.26
38 O -1.26642 -3.76852 -2.56252  -0.74
39 H -2.17335 -1.96982 -2.10189  0.19
40 H -3.04082 -2.84150 -3.31936  0.17
41 H -3.09815 -3.36593 -1.68165  0.17
42 H -1.54008 -4.66107 -2.70577  0.48
43 C -1.20116 0.31096 3.92849  -0.24
44 O -1.10508 -0.91523 3.27862  -0.73
45 H -2.05894 0.83378 3.58007  0.18
46 H -1.17319 0.08952 5.00321  0.16
47 H -0.29957 0.95637 3.74583  0.14
48 H -0.52135 -1.46871 3.83560  0.49
49 C -1.66539 1.09805 -0.82340  -0.26
50 O -0.28609 0.82942 -0.97750  -0.78
51 H -2.12802 0.56133 0.03000  0.16
52 H -1.74112 2.18660 -0.68724  0.21
53 H -2.17904 0.71206 -1.68093  0.16
54 H -0.14615 0.03534 -1.52561  0.50

## Properties
frontier orbital gap	9.75	eV
E_HOMO	-9.6	eV
structure (SMILES)	O=C1CCCO1.O=C1CCCO1.CO.CO.CO.CO.CO


This record from OMol25 describes a cluster of 10 separate species, C7H35NO9 in total. The level of theory is wB97M-V/def2-TZVPD.

Each line ends with the natural charge from an NBO analysis.
Atoms and positions in Å:
1 C -2.15063 -0.50639 -1.82302  -0.60
2 C -0.89821 0.17118 -1.29787  -0.28
3 C -1.17183 1.63230 -0.97741  -0.58
4 C -0.47156 -0.54731 -0.01010  -0.23
5 N 0.94889 -0.87196 0.11988  -0.68
6 C 1.39050 -0.94356 1.53021  -0.04
7 C 2.74452 -1.58182 1.56251  -0.62
8 C 1.50528 0.55292 2.18166  -0.63
9 H -2.99270 -0.42794 -1.23170  0.18
10 H -2.34722 0.02971 -2.74727  0.21
11 H -1.94506 -1.55765 -2.21369  0.22
12 H -0.13640 0.19040 -2.10943  0.26
13 H -0.28963 2.02306 -0.51028  0.18
14 H -1.55950 2.31267 -1.82962  0.20
15 H -2.05311 1.74623 -0.27289  0.18
16 H -0.80582 -1.54327 -0.24573  0.21
17 H -0.81541 -0.07526 0.97467  0.18
18 H 1.51851 -0.17667 -0.45620  0.38
19 H 0.41739 -1.30734 2.16370  0.21
20 H 2.86168 -2.51520 1.06253  0.21
21 H 3.05338 -1.81139 2.61086  0.21
22 H 3.48236 -0.91902 1.12083  0.21
23 H 1.98698 0.40799 3.29108  0.19
24 H 2.19375 1.22992 1.87636  0.20
25 H 0.53855 1.07826 1.95944  0.21
26 O 0.14347 -0.83535 -3.84252  -0.96
27 H 0.70011 -1.56507 -3.85490  0.50
28 H 0.37443 -0.07246 -4.33839  0.48
29 O 3.67859 0.68008 -0.91890  -0.93
30 H 4.02660 1.26204 -1.55949  0.47
31 H 4.44402 0.00640 -1.12249  0.46
32 O -1.03348 3.26891 1.46955  -0.94
33 H -0.25398 3.20949 0.92089  0.48
34 H -1.08598 4.25672 1.57452  0.47
35 O -1.83880 -3.83877 0.22832  -0.95
36 H -2.21182 -3.35682 -0.65394  0.45
37 H -2.09968 -3.29019 0.88710  0.48
38 O -2.81966 -2.28317 1.93220  -0.97
39 H -3.40402 -1.66093 1.40707  0.51
40 H -3.13907 -2.28886 2.83204  0.49
41 O -4.06609 0.44182 1.10319  -0.93
42 H -4.19417 0.64760 0.18404  0.47
43 H -3.14626 0.73435 1.10287  0.48
44 O 1.99765 2.49664 -2.31568  -0.93
45 H 1.37686 2.68058 -2.99273  0.48
46 H 1.92260 2.90546 -1.58482  0.46
47 O 1.36344 3.23806 2.55968  -0.95
48 H 1.97967 3.22854 3.18493  0.46
49 H 0.46958 3.44026 2.99037  0.49
50 O 0.60854 -3.46859 -1.70538  -0.97
51 H 1.35087 -3.02520 -1.07178  0.49
52 H -0.14813 -3.40141 -1.14425  0.48

## Properties
frontier orbital gap	8.06	eV
E_HOMO	-7.9	eV
structure (SMILES)	CC(C)CNC(C)C.O.O.O.O.O.O.O.O.O


This record from OMol25 describes a cluster of 2 separate species, C4H10NO3 in total. The level of theory is wB97M-V/def2-TZVPD.

Each line ends with the natural charge from an NBO analysis.
Atoms and positions in Å:
1 C 2.49316 -0.65481 0.38760  -0.42
2 N 1.44911 -0.09047 1.23558  -0.66
3 C 0.49099 -1.11858 1.60953  0.11
4 O -0.68516 -0.56641 2.10282  -0.77
5 H 3.01038 -1.44142 0.95386  0.16
6 H 3.21865 0.11710 0.12748  0.18
7 H 2.07888 -1.08713 -0.53120  0.20
8 H 0.91076 0.56485 0.67096  0.39
9 H 0.27523 -1.78497 0.76026  0.13
10 H 0.89505 -1.69606 2.45147  0.13
11 H -1.08154 0.02878 1.43231  0.51
12 O -0.20803 -0.32261 -1.76005  -0.77
13 C -0.97398 0.56877 -1.37066  0.77
14 O -1.17803 0.93893 -0.18441  -0.83
15 C -1.74376 1.35580 -2.44711  -0.73
16 H -2.14663 2.27504 -2.03319  0.20
17 H -1.05280 1.58403 -3.26461  0.20
18 H -2.56074 0.76364 -2.85834  0.20

## Properties
frontier orbital gap	8.88	eV
charge	-1
E_HOMO	-4.7	eV


This record from OMol25 describes a cluster of 11 separate species, C65H72ClN13O4 in total. The level of theory is wB97M-V/def2-TZVPD.

Each line ends with the Mulliken charge.
Atoms and positions in Å:
1 C 1.18208 -0.26205 1.53782  -1.70
2 C 0.15216 0.21656 0.55906  1.15
3 O -0.78291 -0.84015 0.34238  -0.62
4 C 0.81429 0.61893 -0.73285  -0.44
5 N -0.03382 0.48281 -1.89473  -0.21
6 C 0.29970 1.45791 -2.91281  -0.96
7 C -0.37560 2.77685 -2.62928  -0.48
8 O 0.54847 3.55249 -1.90297  0.01
9 C 0.03297 4.59826 -1.16225  0.85
10 C -0.68474 4.00577 -0.04990  -0.31
11 N -1.36799 3.33814 0.64624  -0.75
12 C -0.80815 5.60118 -1.91983  -0.93
13 C -2.23654 5.32701 -1.80197  -0.08
14 C -2.90199 5.98573 -0.74497  -0.86
15 O -3.05030 6.36196 -2.06363  -0.55
16 C 1.27602 5.31797 -0.59291  3.39
17 C 0.94271 6.41259 0.37769  -2.31
18 C 2.00229 4.30792 0.12854  -1.20
19 N 2.63058 3.53446 0.74181  -0.71
20 C 2.16429 5.79853 -1.75363  -1.38
21 C 3.40592 4.98796 -1.98647  0.55
22 O 3.46857 4.02253 -2.71301  -0.45
23 Cl 4.81694 5.61442 -1.11892  -0.20
24 H 1.15243 -1.32497 1.57664  0.34
25 H 0.94394 0.08323 2.51865  0.24
26 H 2.15916 0.09651 1.29405  0.55
27 H -0.37075 1.06405 0.96445  -0.40
28 H -1.63482 -0.55790 0.65064  0.37
29 H 1.15970 1.62601 -0.56793  0.06
30 H 1.69857 0.01987 -0.82089  0.44
31 H -0.99741 0.57109 -1.62214  0.25
32 H 0.06765 1.11180 -3.89906  0.12
33 H 1.34734 1.62559 -2.82029  0.45
34 H -0.70997 3.25705 -3.52823  0.44
35 H -1.24932 2.54156 -2.04523  0.31
36 H -0.76397 6.58393 -1.50238  0.29
37 H -0.58549 5.61763 -2.96602  0.63
38 H -2.56226 4.37262 -2.03273  0.72
39 H -2.37940 6.69803 -0.16203  0.28
40 H -3.70621 5.38898 -0.39324  0.39
41 H 0.80713 7.35119 -0.10572  0.46
42 H 0.12122 6.18982 1.02650  0.47
43 H 1.79280 6.54459 1.00638  0.71
44 H 1.65347 5.77652 -2.68944  0.29
45 H 2.46978 6.80599 -1.58796  0.61
46 C 4.70365 1.23523 5.70982  -0.15
47 C 3.33125 1.39793 5.78501  -0.60
48 C 2.52808 0.57123 5.01494  -0.11
49 N 2.99836 -0.37198 4.20286  -0.35
50 C 4.31885 -0.51234 4.14180  -0.21
51 C 5.21176 0.25908 4.87015  -0.48
52 H 5.36603 1.85881 6.29536  0.38
53 H 2.89001 2.14802 6.42584  0.39
54 H 1.44823 0.66751 5.04877  0.40
55 H 4.67585 -1.28627 3.47103  0.38
56 H 6.27651 0.09667 4.77994  0.37
57 C 0.82781 -4.02665 -5.29537  -0.30
58 C 1.84746 -3.40070 -5.99125  -0.45
59 C 2.10994 -2.06707 -5.72159  -0.33
60 N 1.43549 -1.34854 -4.82738  -0.30
61 C 0.45554 -1.96487 -4.16408  0.22
62 C 0.11429 -3.29435 -4.35995  -1.00
63 H 0.59289 -5.06861 -5.47758  0.64
64 H 2.42903 -3.93394 -6.73091  0.48
65 H 2.90054 -1.53953 -6.24247  0.34
66 H -0.07471 -1.34935 -3.44450  0.35
67 H -0.68917 -3.74227 -3.79231  0.42
68 C 3.92739 -8.80659 -3.99944  -0.17
69 C 3.96511 -7.42521 -4.08082  -0.75
70 C 2.84148 -6.76311 -4.55289  0.22
71 N 1.72912 -7.38101 -4.93641  -0.27
72 C 1.70879 -8.70727 -4.85396  -0.24
73 C 2.77437 -9.46523 -4.39341  -0.47
74 H 4.78195 -9.36132 -3.63510  0.37
75 H 4.84378 -6.86985 -3.78505  0.37
76 H 2.82616 -5.68244 -4.63066  0.21
77 H 0.78887 -9.18279 -5.17517  0.36
78 H 2.70063 -10.54246 -4.34598  0.35
79 C -4.37229 2.14745 4.95949  -0.38
80 C -5.29057 1.17467 4.60313  0.06
81 C -5.36690 0.79503 3.27164  -0.55
82 N -4.60276 1.31090 2.31016  -0.50
83 C -3.71880 2.24665 2.67037  -0.30
84 C -3.57028 2.69741 3.97476  -0.65
85 H -4.28495 2.46804 5.98946  0.44
86 H -5.93587 0.72125 5.34287  0.29
87 H -6.07502 0.03677 2.95210  0.42
88 H -3.09965 2.64584 1.87424  0.79
89 H -2.83563 3.45551 4.20877  0.51
90 C -0.17502 1.40661 -9.25419  -0.33
91 C -0.23307 1.09082 -7.90780  -0.58
92 C 0.20509 -0.16117 -7.49892  0.24
93 N 0.67706 -1.08597 -8.33373  -0.21
94 C 0.72453 -0.76475 -9.62454  -0.26
95 C 0.31618 0.45912 -10.13480  -0.54
96 H -0.50591 2.37376 -9.61070  0.38
97 H -0.60852 1.80058 -7.18326  0.43
98 H 0.18015 -0.44225 -6.45871  0.02
99 H 1.10880 -1.53829 -10.28332  0.49
100 H 0.38151 0.65923 -11.19516  0.38
101 C -8.85618 1.63808 8.86814  -0.18
102 C -7.74217 2.27034 9.39215  -0.39
103 C -6.49307 1.72870 9.12778  -0.17
104 N -6.29931 0.63331 8.40053  -0.52
105 C -7.38131 0.03805 7.90655  -0.20
106 C -8.67427 0.49576 8.10743  -0.44
107 H -9.84885 2.02785 9.04968  0.37
108 H -7.83589 3.16361 9.99321  0.36
109 H -5.59507 2.19447 9.51844  0.37
110 H -7.19451 -0.85491 7.31959  0.46
111 H -9.51481 -0.03102 7.67838  0.36
112 C -3.26950 -2.24431 3.49641  0.28
113 C -4.21133 -2.89040 4.28061  -0.32
114 C -3.95848 -4.19856 4.66728  -0.42
115 N -2.86348 -4.87086 4.32236  -0.57
116 C -1.97533 -4.23569 3.56414  -0.43
117 C -2.12640 -2.93101 3.12867  -0.50
118 H -3.42239 -1.22013 3.17878  0.30
119 H -5.11922 -2.39131 4.59085  0.39
120 H -4.66458 -4.74001 5.28772  0.36
121 H -1.09461 -4.80690 3.29391  0.47
122 H -1.36678 -2.47155 2.51716  0.44
123 C 2.78580 7.36384 5.48261  -0.18
124 C 1.42591 7.61400 5.55578  -0.50
125 C 0.58569 6.94176 4.68140  -0.28
126 N 1.01010 6.07099 3.77075  -0.16
127 C 2.32022 5.84234 3.71267  0.08
128 C 3.24562 6.45762 4.54207  -0.83
129 H 3.47542 7.86626 6.14780  0.39
130 H 1.02283 8.31357 6.27429  0.38
131 H -0.48609 7.10631 4.70849  0.35
132 H 2.63918 5.12668 2.96120  0.34
133 H 4.29809 6.23017 4.45043  0.40
134 C 4.21827 -5.58799 -11.51986  -0.14
135 C 4.44591 -4.32521 -10.99976  -0.67
136 C 3.37419 -3.45053 -10.90470  0.03
137 N 2.13848 -3.75370 -11.28823  -0.34
138 C 1.93636 -4.96877 -11.78585  -0.29
139 C 2.93572 -5.92034 -11.92192  -0.46
140 H 5.02672 -6.30134 -11.60996  0.37
141 H 5.43083 -4.02258 -10.67348  0.36
142 H 3.50769 -2.45308 -10.49904  0.37
143 H 0.91898 -5.18671 -12.09032  0.38
144 H 2.71218 -6.89485 -12.33221  0.36
145 C -0.42429 -5.31705 6.70903  0.29
146 C -0.26334 -5.40995 8.08206  -0.55
147 C 1.00880 -5.64161 8.58371  -0.22
148 N 2.08855 -5.78300 7.82189  -0.57
149 C 1.91834 -5.69259 6.50672  -0.35
150 C 0.69207 -5.46068 5.90190  -0.21
151 H -1.39729 -5.13537 6.27480  0.35
152 H -1.10550 -5.30474 8.75177  0.36
153 H 1.17746 -5.71829 9.65249  0.35
154 H 2.81572 -5.81325 5.90945  0.35
155 H 0.61690 -5.39439 4.82580  0.20

## Properties
frontier orbital gap	8.60	eV
E_HOMO	-8.3	eV
structure (SMILES)	C[C@H](O)CNCCO[C@](C#N)(C[C@H]1CO1)[C@@](C)(C#N)CC(=O)Cl.c1ccncc1.c1ccncc1.c1ccncc1.c1ccncc1.c1ccncc1.c1ccncc1.c1ccncc1.c1ccncc1.c1ccncc1.c1ccncc1